Molecular formula: C4H12N2O
Method: DFT, wB97M-V/def2-TZVPD

Largest force on an atom (eV Å⁻¹): 1.297
Energy above the lowest of the compared OMol25 structures with the same formula, charge and spin (kcal/mol): 38.4

Positions of all 19 atoms, in Å:
H  0.120  -0.326  -0.910
H  0.166  0.727  1.126
H  -1.961  -0.384  1.938
H  -0.182  -2.025  0.137
H  -1.072  -2.612  1.580
C  -0.748  0.698  0.512
H  0.290  2.545  -1.233
H  2.131  0.680  -2.379
C  0.727  1.546  -1.222
C  -0.522  -1.789  1.140
N  -0.351  0.579  -0.910
N  1.370  1.337  -2.503
H  0.752  1.045  -3.236
O  0.676  -1.527  1.882
H  0.503  -1.888  2.762
H  -2.279  -0.807  0.314
H  1.496  1.355  -0.463
H  -1.352  1.594  0.645
C  -1.445  -0.566  0.987

Force components x, y, z for each atom (eV/Å):
-0.1211 0.0604 -0.5515
-0.1652 0.6460 0.1113
0.3062 0.1727 0.1024
-0.0026 -0.6066 -0.1352
-0.0876 -0.2837 -0.1370
0.6983 -0.5264 -0.2105
0.1312 0.0447 0.5396
-0.1769 -0.0752 -0.4235
-0.3339 -0.7778 -0.3150
0.1165 1.1011 -0.6749
0.1501 -0.2948 0.3491
0.5871 -0.0263 0.6640
-0.3125 -0.1498 -0.1675
-0.6479 -0.2816 0.4750
0.3742 0.3045 -0.1181
0.2848 -0.1931 -0.1371
0.1168 0.9820 0.0310
-0.0129 -0.0278 0.1513
-0.9047 -0.0683 0.4467

Mulliken population analysis, charges in e, atoms 1 to 5: 0.27, 0.33, 0.37, 0.33, 0.37



Molecular formula: C4H12N2O
Method: DFT, wB97M-V/def2-TZVPD

Largest force on an atom (eV Å⁻¹): 1.420
Energy above the lowest of the compared OMol25 structures with the same formula, charge and spin (kcal/mol): 114.4

Positions of all 19 atoms, in Å:
H  2.373  -0.251  1.028
H  -2.217  1.096  -1.082
H  0.809  0.560  1.107
H  0.125  -1.757  -0.743
C  1.480  0.008  0.443
C  1.805  0.731  -0.847
H  -1.550  -0.235  -1.809
O  -2.287  -1.278  0.334
C  -1.499  -0.310  0.210
C  0.171  -1.243  0.216
H  -2.003  0.358  2.048
H  2.290  1.678  -0.605
H  1.412  -1.273  0.172
N  -1.442  0.438  -1.057
H  -1.548  1.595  1.035
H  0.086  -1.848  1.111
H  2.483  0.152  -1.476
H  0.887  0.942  -1.392
N  -1.376  0.636  1.305

Force components x, y, z for each atom (eV/Å):
-0.1004 -0.1415 -0.1105
-0.0019 -0.2865 -0.0376
0.0772 0.0414 -0.0440
0.0566 0.0367 0.0269
-0.7330 0.1889 0.0011
-0.0401 -0.1034 0.0377
-0.2321 0.1259 0.0892
0.6422 0.2901 0.0076
-1.3756 0.3358 0.1082
1.2644 0.4097 -0.0050
0.0179 -0.0573 -0.0760
0.0295 -0.0299 0.0010
-0.4009 -0.3691 0.0111
0.6277 -0.1195 0.2614
0.0554 -0.0627 -0.0631
-0.1218 0.0002 -0.0754
0.0034 0.0146 0.0056
0.0264 -0.0066 0.0332
0.2054 -0.2667 -0.1716

Mulliken population analysis, charges in e, atoms 1 to 5: 0.43, 0.22, 0.36, 0.48, -0.31



Molecular formula: C4H12N2O
Method: DFT, wB97M-V/def2-TZVPD

Largest force on an atom (eV Å⁻¹): 0.962
Energy above the lowest of the compared OMol25 structures with the same formula, charge and spin (kcal/mol): 34.3

Positions of all 19 atoms, in Å:
H  0.830  1.119  -1.553
N  -0.984  -0.263  -1.352
H  -1.428  0.621  -1.597
H  1.093  0.230  0.599
H  2.063  0.064  -1.764
C  -0.632  -1.967  0.263
N  1.798  0.925  -1.294
H  -0.066  -1.866  1.186
H  0.001  -2.378  -0.520
O  2.013  2.052  0.749
C  1.928  0.792  0.136
H  1.561  2.687  0.182
C  -1.187  -0.645  -0.170
H  -2.650  -0.548  1.392
H  2.864  0.270  0.366
H  -2.514  0.935  0.437
H  -1.456  -2.656  0.450
H  -1.272  0.518  1.614
C  -1.961  0.111  0.876

Force components x, y, z for each atom (eV/Å):
0.3597 -0.3246 0.0816
0.1006 -0.0142 -0.9568
-0.1619 0.0406 0.3291
0.2052 0.1139 -0.1195
-0.1012 0.1925 0.0326
0.0622 -0.0795 -0.1289
-0.0171 0.0714 -0.1385
0.0419 -0.0301 0.1255
0.0091 -0.0014 0.0310
-0.1224 0.4571 0.2478
0.0127 -0.3690 -0.0341
0.1383 -0.0518 0.0256
-0.2708 -0.0228 0.5300
-0.1316 -0.1115 0.1342
-0.1799 -0.0137 -0.0879
-0.0889 0.1222 -0.0587
-0.0193 -0.0590 0.0665
0.0917 0.0123 0.1476
0.0717 0.0677 -0.2272

Mulliken population analysis, charges in e, atoms 1 to 5: 0.26, -0.76, 0.24, -0.03, 0.26



Molecular formula: C4H12N2O
Method: DFT, wB97M-V/def2-TZVPD

Largest force on an atom (eV Å⁻¹): 2.209
Energy above the lowest of the compared OMol25 structures with the same formula, charge and spin (kcal/mol): 40.6

Positions of all 19 atoms, in Å:
H  1.305  -0.270  2.617
H  0.662  2.278  -0.375
H  1.574  2.098  1.996
H  -2.747  -2.031  0.017
H  2.190  1.557  -0.301
H  1.628  -0.512  -0.833
N  -2.639  -1.409  -0.775
H  -1.307  -0.653  -2.109
C  1.151  1.428  -0.014
C  -1.268  -1.216  -1.171
N  -0.452  -0.477  -0.213
C  0.746  0.143  -0.754
H  -0.390  -1.044  0.621
O  1.784  0.090  1.862
C  1.056  1.286  1.494
H  -0.803  -2.129  -1.493
H  0.520  0.316  -1.809
H  -3.018  -0.524  -0.456
H  0.007  1.068  1.696

Force components x, y, z for each atom (eV/Å):
0.3619 -0.0854 -0.0484
-1.1958 1.3280 -0.3618
-0.7457 0.4698 0.1935
0.1913 -0.1935 -0.0688
0.3941 0.2864 0.1636
-0.2134 -0.1443 0.4811
-0.1984 -0.2059 0.3881
0.0966 0.3463 0.1725
1.4233 -1.6895 0.0137
-0.0577 1.0110 -0.5931
-0.9396 -0.0006 -0.3174
-0.0006 -0.4580 -0.0331
0.7471 0.1904 0.0682
-0.3145 -0.0828 0.1891
0.5077 -1.1837 -0.9176
0.0433 -1.0361 0.1984
-0.0599 0.5312 0.0839
0.0342 0.0816 -0.1684
-0.0741 0.8352 0.5564

Mulliken population analysis, charges in e, atoms 1 to 5: 0.30, 0.41, 0.33, 0.23, 0.31



Molecular formula: C4H12N2O
Method: DFT, wB97M-V/def2-TZVPD

Largest force on an atom (eV Å⁻¹): 1.838
Energy above the lowest of the compared OMol25 structures with the same formula, charge and spin (kcal/mol): 152.8

Positions of all 19 atoms, in Å:
H  2.721  -0.263  0.073
H  0.189  1.325  1.900
C  -1.132  -0.831  -1.296
H  1.707  -0.669  1.468
H  -2.133  -0.960  -0.884
C  -0.415  0.686  1.279
C  -1.254  1.266  0.239
N  -0.281  -1.915  -0.873
O  0.563  0.805  -1.310
C  1.960  0.115  0.764
H  -0.188  -1.954  0.133
H  -0.674  -0.271  1.707
N  -0.692  0.557  -0.984
H  0.646  -1.809  -1.269
H  1.241  0.473  -0.232
H  2.344  0.988  1.283
H  -1.197  -0.859  -2.385
H  -1.104  2.332  0.083
H  -2.303  0.982  0.305

Force components x, y, z for each atom (eV/Å):
0.3584 -0.0899 0.2990
0.1353 -0.0704 -0.0585
0.1688 0.0657 0.0095
-0.2132 -0.0093 -0.0734
0.0549 0.0572 0.0089
-0.6800 0.5303 1.1321
0.8437 -0.8247 -0.5594
-0.0876 0.1451 -0.0343
-1.6938 0.1446 -0.4269
0.0493 0.2026 -1.4055
0.0199 0.0442 -0.0315
-0.0431 -0.0549 -0.1094
0.7405 0.1573 -0.4196
-0.0377 0.0137 0.0296
0.5682 -0.4787 1.6807
0.0153 0.0306 0.0025
-0.0233 -0.0112 0.0450
-0.1546 -0.0314 0.0137
-0.0210 0.1792 -0.1026

Mulliken population analysis, charges in e, atoms 1 to 5: 0.36, 0.36, -0.63, 0.32, 0.35



Molecular formula: C4H12N2O
Method: DFT, wB97M-V/def2-TZVPD

Largest force on an atom (eV Å⁻¹): 5.987
Total charge: +2
Energy above the lowest of the compared OMol25 structures with the same formula, charge and spin (kcal/mol): 197.8

Positions of all 19 atoms, in Å:
C  -1.226  -1.204  -0.308
H  -1.772  -2.017  -0.851
H  -1.126  0.438  -1.504
H  -2.511  0.935  1.858
H  3.961  1.864  -1.268
H  -3.098  -1.139  0.996
H  3.877  1.263  0.643
H  4.435  0.361  -0.735
C  -1.801  0.281  1.569
H  -1.224  -0.253  2.215
C  -0.546  -0.367  -1.194
H  -2.999  -0.232  -0.165
N  1.602  0.463  -0.031
C  3.678  1.102  -0.507
H  -1.031  1.072  1.112
N  -2.362  -0.595  0.515
H  0.288  -0.923  -1.608
O  2.361  0.735  -0.934
H  -0.506  -1.786  0.199

Force components x, y, z for each atom (eV/Å):
-3.0493 -3.1112 1.0295
0.4946 0.3308 -0.4049
0.1422 1.8872 -1.4142
-2.5722 1.5537 2.0160
-0.3430 0.2336 1.1692
1.1111 -1.3593 -0.0058
-1.3352 0.2656 -2.3333
-0.5559 -1.1102 -0.4437
2.6681 3.0875 -4.3812
0.8030 -1.6674 2.1937
1.6557 -0.1903 0.2925
-0.2210 1.7529 -0.7524
-0.6202 0.0194 -1.4304
3.7880 1.6320 0.9805
-1.4770 -1.9134 0.3961
1.0139 -0.4016 0.5110
-0.2225 0.7405 -0.9707
-1.6495 -1.1359 1.7591
0.3693 -0.6140 1.7890

Mulliken population analysis, charges in e, atoms 1 to 5: -0.31, 0.38, 0.39, 0.43, 0.30



What did the second record say?
Molecular formula: C4H12N2O
Method: DFT, wB97M-V/def2-TZVPD

Largest force on an atom (eV Å⁻¹): 1.420
Energy above the lowest of the compared OMol25 structures with the same formula, charge and spin (kcal/mol): 114.4

Positions of all 19 atoms, in Å:
H  2.373  -0.251  1.028
H  -2.217  1.096  -1.082
H  0.809  0.560  1.107
H  0.125  -1.757  -0.743
C  1.480  0.008  0.443
C  1.805  0.731  -0.847
H  -1.550  -0.235  -1.809
O  -2.287  -1.278  0.334
C  -1.499  -0.310  0.210
C  0.171  -1.243  0.216
H  -2.003  0.358  2.048
H  2.290  1.678  -0.605
H  1.412  -1.273  0.172
N  -1.442  0.438  -1.057
H  -1.548  1.595  1.035
H  0.086  -1.848  1.111
H  2.483  0.152  -1.476
H  0.887  0.942  -1.392
N  -1.376  0.636  1.305

Force components x, y, z for each atom (eV/Å):
-0.1004 -0.1415 -0.1105
-0.0019 -0.2865 -0.0376
0.0772 0.0414 -0.0440
0.0566 0.0367 0.0269
-0.7330 0.1889 0.0011
-0.0401 -0.1034 0.0377
-0.2321 0.1259 0.0892
0.6422 0.2901 0.0076
-1.3756 0.3358 0.1082
1.2644 0.4097 -0.0050
0.0179 -0.0573 -0.0760
0.0295 -0.0299 0.0010
-0.4009 -0.3691 0.0111
0.6277 -0.1195 0.2614
0.0554 -0.0627 -0.0631
-0.1218 0.0002 -0.0754
0.0034 0.0146 0.0056
0.0264 -0.0066 0.0332
0.2054 -0.2667 -0.1716

Mulliken population analysis, charges in e, atoms 1 to 5: 0.43, 0.22, 0.36, 0.48, -0.31